Here is a molecular structure, C52H41Br2Cl3HgIN2OP2Si from the Open Molecules 2025 dataset. Energies are from wB97M-V/def2-TZVPD.

- DFT total energy: -276006.67647 eV
- Multiplicity: 2
- Relative energy (zero: lowest compared OMol25 entry of this formula, charge and spin): 40.39 kJ/mol
- Orbital gap (spin up / spin down): 5.72 / 6.19 eV
- LUMO (spin up / spin down): 3.9009 / 3.9009 eV
- Charge: -2

Structure (XYZ):
```
106
C52H41Br2Cl3HgIN2OP2Si wB97M-V/def2-TZVPD
Hg -0.666 -0.705 0.467
I 0.129 -0.778 3.287
C -2.263 0.917 3.015
C -2.781 1.317 4.202
C -3.899 2.184 4.204
C -4.422 2.621 3.018
C -3.854 2.240 1.778
C -4.340 2.750 0.553
C -3.752 2.385 -0.625
C -2.678 1.469 -0.630
C -2.155 0.937 0.524
C -2.737 1.343 1.763
H -2.357 0.976 5.141
H -4.340 2.493 5.147
H -5.289 3.276 3.003
H -5.180 3.438 0.571
H -4.107 2.792 -1.566
H -2.269 1.184 -1.589
C -3.498 -2.571 1.799
C -3.729 -2.667 0.320
C -4.775 -3.448 -0.206
C -4.969 -3.491 -1.558
C -4.123 -2.760 -2.418
C -4.266 -2.707 -3.820
Br -5.683 -3.661 -4.696
C -3.422 -1.960 -4.600
C -2.385 -1.268 -3.995
Br -1.230 -0.209 -5.081
C -2.091 -1.279 -2.611
O -1.094 -0.675 -2.135
C -3.060 -2.036 -1.808
N -2.910 -2.011 -0.469
H -4.347 -2.970 2.354
H -3.330 -1.534 2.096
H -2.604 -3.138 2.067
H -5.415 -4.008 0.464
H -5.771 -4.082 -1.980
H -3.556 -1.912 -5.671
C 2.499 3.313 -0.026
N 3.564 2.572 0.633
C 3.880 1.311 -0.011
P 2.659 -0.099 0.358
C 3.162 -1.075 -1.116
C 2.363 -0.922 -2.250
C 2.724 -1.516 -3.449
C 3.877 -2.283 -3.520
C 4.655 -2.470 -2.387
C 4.308 -1.863 -1.190
C 3.557 -0.920 1.723
C 4.209 -0.170 2.701
C 4.765 -0.789 3.811
C 4.670 -2.163 3.962
C 4.008 -2.915 3.001
C 3.443 -2.298 1.897
C 4.466 3.232 1.457
C 5.834 2.913 1.485
C 6.706 3.560 2.344
C 6.258 4.550 3.205
C 4.912 4.886 3.180
C 4.032 4.249 2.325
P 0.788 2.493 -0.003
C 0.115 3.539 -1.356
C 0.053 4.932 -1.330
C -0.394 5.634 -2.439
C -0.780 4.954 -3.588
C -0.721 3.569 -3.624
C -0.271 2.866 -2.515
C 0.176 3.319 1.510
C 0.868 3.052 2.692
C 0.466 3.629 3.886
C -0.647 4.454 3.917
C -1.371 4.680 2.756
C -0.966 4.115 1.557
H 2.746 3.414 -1.095
H 2.427 4.313 0.396
H 4.853 0.939 0.298
H 3.889 1.442 -1.100
H 1.441 -0.353 -2.180
H 2.097 -1.389 -4.322
H 4.164 -2.745 -4.457
H 5.535 -3.101 -2.432
H 4.917 -2.020 -0.309
H 4.290 0.905 2.601
H 5.257 -0.190 4.568
H 5.099 -2.649 4.831
H 3.917 -3.988 3.116
H 2.930 -2.896 1.160
H 6.230 2.159 0.822
H 7.754 3.286 2.330
H 6.942 5.045 3.882
H 4.533 5.648 3.851
H 2.986 4.518 2.359
H 0.352 5.467 -0.436
H -0.441 6.717 -2.408
H -1.117 5.505 -4.458
H -1.028 3.025 -4.509
H -0.233 1.780 -2.532
H 1.710 2.369 2.676
H 1.017 3.423 4.795
H -0.970 4.899 4.851
H -2.270 5.284 2.785
H -1.551 4.269 0.659
Cl -0.922 -4.846 0.693
Si 0.159 -3.345 -0.377
Cl 2.051 -4.395 -0.511
Cl -0.463 -3.884 -2.335
```